(1)
{"formula": "C32H54AsBrCrF6N5O2PS", "method": "ωB97M-V with the def2-TZVPD basis set", "multiplicity": 6, "total_energy_ha": -8869.2246, "s2": 8.794, "e_above_lowest_kj_mol": 0.0, "gap_ev": [5.872, 7.515], "charge": -1, "e_homo_ha": [-0.1369, -0.2061], "lumo_ev": [2.15, 1.91], "elements": ["Cr", "Br", "C", "C", "C", "C", "C", "N", "C", "O", "O", "H", "H", "H", "C", "N", "C", "C", "C", "C", "C", "C", "C", "C", "H", "H", "H", "H", "H", "H", "H", "H", "H", "H", "H", "H", "F", "As", "F", "F", "F", "F", "F", "C", "C", "N", "C", "S", "N", "C", "C", "H", "H", "H", "H", "H", "H", "H", "H", "H", "H", "H", "H", "C", "C", "C", "C", "P", "N", "C", "C", "C", "C", "C", "C", "C", "C", "H", "H", "H", "H", "H", "H", "H", "H", "H", "H", "H", "H", "H", "H", "H", "H", "H", "H", "H", "H", "H", "H", "H", "H", "H", "H", "H"], "coordinates": [[-0.642, -0.079, 0.018], [-0.607, 4.965, 1.353], [0.030, 2.150, 2.084], [0.569, 2.606, 3.279], [1.485, 1.793, 3.913], [1.828, 0.566, 3.345], [1.214, 0.190, 2.180], [0.310, 0.988, 1.552], [1.423, -1.167, 1.559], [2.307, -1.897, 1.948], [0.557, -1.432, 0.622], [0.275, 3.574, 3.654], [1.937, 2.108, 4.847], [2.542, -0.113, 3.788], [-2.031, 2.510, -0.890], [-0.895, 1.691, -1.378], [-1.309, 1.211, -2.717], [0.305, 2.589, -1.486], [1.636, 2.220, -0.843], [2.226, 3.207, -0.049], [3.455, 3.003, 0.559], [4.133, 1.805, 0.386], [3.574, 0.819, -0.408], [2.341, 1.026, -1.024], [-2.178, 3.367, -1.558], [-1.833, 2.886, 0.109], [-2.916, 1.882, -0.886], [-1.704, 2.053, -3.298], [-2.085, 0.461, -2.620], [-0.474, 0.765, -3.245], [0.026, 3.536, -1.022], [0.470, 2.794, -2.547], [1.679, 4.124, 0.138], [3.870, 3.781, 1.188], [5.083, 1.632, 0.877], [4.067, -0.135, -0.546], [-1.287, -1.412, -1.501], [-1.383, -2.846, -2.615], [-3.096, -2.636, -2.598], [-1.269, -1.730, -3.930], [-1.499, -4.187, -3.679], [0.342, -2.948, -2.590], [-1.478, -3.860, -1.224], [2.321, -1.982, -6.692], [2.997, -1.358, -5.484], [2.012, -1.001, -4.468], [2.355, -0.021, -3.541], [1.628, -0.304, -1.945], [2.652, 1.237, -4.073], [1.743, 1.871, -5.037], [2.496, 2.841, -5.930], [3.050, -2.196, -7.476], [1.561, -1.309, -7.092], [1.826, -2.918, -6.425], [3.521, -0.444, -5.765], [3.751, -2.042, -5.075], [1.558, -1.799, -4.041], [2.992, 1.874, -3.366], [0.923, 2.394, -4.534], [1.289, 1.072, -5.623], [2.898, 3.677, -5.352], [1.839, 3.254, -6.698], [3.333, 2.338, -6.418], [-4.834, -0.670, -0.637], [-4.724, -1.342, 0.743], [-4.216, -2.764, 0.462], [-6.110, -1.454, 1.389], [-3.429, -0.405, 1.737], [-2.279, 0.064, 0.795], [-2.822, -1.501, 3.152], [-1.850, -2.562, 2.612], [-2.008, -0.618, 4.110], [-3.906, -2.236, 3.953], [-4.262, 1.135, 2.482], [-5.178, 0.890, 3.686], [-5.095, 1.843, 1.401], [-3.176, 2.145, 2.887], [-5.547, -1.243, -1.236], [-3.874, -0.697, -1.146], [-5.176, 0.360, -0.596], [-4.819, -3.192, -0.344], [-4.312, -3.418, 1.328], [-3.183, -2.772, 0.119], [-6.712, -2.138, 0.782], [-6.642, -0.505, 1.427], [-6.070, -1.864, 2.398], [-1.104, -2.151, 1.937], [-2.352, -3.372, 2.092], [-1.321, -2.996, 3.466], [-1.271, -0.015, 3.577], [-1.470, -1.269, 4.805], [-2.632, 0.047, 4.703], [-4.404, -3.001, 3.358], [-4.667, -1.578, 4.367], [-3.421, -2.746, 4.792], [-6.021, 0.237, 3.460], [-5.586, 1.857, 3.999], [-4.643, 0.482, 4.541], [-5.962, 1.273, 1.079], [-4.489, 2.089, 0.531], [-5.457, 2.784, 1.824], [-2.737, 1.931, 3.860], [-3.616, 3.144, 2.939], [-2.378, 2.188, 2.150]], "lowdin_spin": [2.83, 0.18, 0.60, 0.06, 0.02, -0.02, 0.03, 0.08, 0.01, 0.01, 0.02, 0.00, 0.00, 0.00, 0.00, 0.02, 0.00, 0.00, 0.00, 0.00, 0.00, 0.00, 0.00, 0.02, 0.00, 0.00, 0.00, 0.00, 0.00, 0.00, 0.00, 0.00, 0.00, 0.00, 0.00, 0.00, 0.02, 0.00, 0.00, 0.00, 0.00, 0.00, 0.00, 0.00, 0.02, 0.15, 0.47, 0.12, 0.10, 0.03, 0.00, 0.00, 0.00, 0.00, 0.00, 0.00, 0.00, 0.00, 0.00, 0.00, 0.00, 0.00, 0.00, 0.00, 0.01, 0.00, 0.00, 0.04, 0.08, 0.01, 0.00, 0.00, 0.00, 0.00, 0.00, 0.00, 0.01, 0.00, 0.00, 0.00, 0.00, 0.00, 0.00, 0.00, 0.00, 0.00, 0.00, 0.00, 0.00, 0.00, 0.00, 0.00, 0.00, 0.00, 0.00, 0.00, 0.00, 0.00, 0.00, 0.00, 0.00, 0.00, 0.00, 0.01]}

---

(2)
{"formula": "C32H54IN4O22S6", "method": "ωB97M-V with the def2-TZVPD basis set", "multiplicity": 1, "total_energy_ha": -5811.7450, "gap_ev": 6.065, "charge": 1, "e_homo_ha": -0.3879, "lumo_ev": -4.49, "elements": ["C", "C", "C", "C", "C", "C", "C", "C", "C", "C", "C", "S", "C", "C", "C", "C", "C", "N", "C", "N", "N", "C", "I", "N", "C", "C", "O", "C", "C", "O", "H", "H", "H", "H", "H", "H", "H", "H", "H", "H", "H", "H", "H", "H", "H", "H", "H", "H", "H", "H", "H", "H", "H", "H", "H", "H", "H", "H", "H", "H", "H", "H", "H", "H", "C", "C", "O", "S", "O", "O", "O", "H", "H", "H", "H", "C", "C", "O", "S", "O", "O", "O", "H", "H", "H", "H", "C", "C", "O", "S", "O", "O", "O", "H", "H", "H", "H", "C", "C", "O", "S", "O", "O", "O", "H", "H", "H", "H", "C", "C", "O", "S", "O", "O", "O", "H", "H", "H", "H"], "coordinates": [[4.074, 0.276, 5.888], [4.442, 0.516, 4.535], [4.741, 0.820, 2.938], [3.300, 0.566, 2.133], [2.216, 1.824, 2.260], [2.495, 3.195, 3.141], [2.736, 4.532, 2.211], [1.839, 5.846, 2.711], [2.226, 6.316, 4.263], [2.219, 7.056, 1.627], [0.777, 1.724, 1.482], [-0.448, 3.158, 1.586], [0.492, 0.328, 0.607], [-0.966, 0.246, -0.138], [-2.104, 0.124, 1.036], [-3.143, -1.134, 0.873], [-3.962, -1.335, 2.317], [-4.368, -0.010, 2.917], [-3.649, 0.316, 4.202], [-4.164, 1.383, 4.948], [-2.405, -0.339, 4.751], [1.658, -0.842, 0.591], [1.154, -2.641, -0.631], [3.002, -0.724, 1.342], [4.063, -1.811, 1.348], [5.264, -1.573, 0.224], [5.511, -0.158, -0.092], [6.999, -0.008, -0.062], [7.794, 1.049, 0.945], [7.810, -0.722, -0.891], [3.570, -0.262, 6.826], [5.632, 0.204, 2.493], [4.978, 1.969, 2.780], [1.507, 3.375, 3.781], [3.362, 3.043, 3.946], [2.312, 4.271, 1.128], [3.897, 4.772, 2.178], [0.691, 5.605, 2.735], [2.582, 5.423, 4.938], [3.058, 7.148, 4.228], [1.285, 6.790, 4.814], [2.323, 6.544, 0.555], [3.276, 7.473, 1.913], [1.377, 7.866, 1.542], [-0.730, 3.615, 0.280], [-1.135, 1.310, -0.652], [-1.048, -0.540, -0.999], [-1.537, -0.026, 2.052], [-2.752, 1.114, 1.068], [-3.983, -0.772, 0.106], [-2.666, -2.131, 0.488], [-3.422, -2.074, 3.046], [-4.977, -1.879, 2.000], [-5.382, -0.152, 3.208], [-3.526, 1.484, 5.774], [-1.537, -0.084, 4.231], [-2.507, -1.368, 4.894], [3.644, -2.895, 1.132], [4.634, -1.908, 2.392], [6.234, -2.069, 0.697], [5.050, -2.124, -0.793], [8.741, 1.521, 0.394], [8.166, 0.491, 1.907], [7.077, 1.933, 1.220], [-8.872, -4.644, 2.755], [-8.274, -4.182, 1.428], [-7.517, -3.016, 1.746], [-6.918, -3.169, 3.255], [-5.556, -3.644, 3.154], [-7.288, -1.997, 4.015], [-7.857, -4.414, 3.731], [-9.746, -4.042, 3.024], [-9.150, -5.701, 2.736], [-9.040, -3.953, 0.684], [-7.586, -4.932, 1.024], [-3.546, -0.458, -4.881], [-2.342, -0.810, -4.012], [-1.922, 0.426, -3.438], [-3.228, 1.378, -3.216], [-3.655, 1.245, -1.841], [-2.973, 2.655, -3.842], [-4.263, 0.538, -4.154], [-3.229, -0.022, -5.834], [-4.184, -1.324, -5.073], [-1.531, -1.263, -4.586], [-2.629, -1.481, -3.195], [-7.771, 0.002, -1.914], [-9.106, -0.648, -1.561], [-9.137, -1.864, -2.306], [-7.616, -2.432, -2.456], [-7.405, -3.432, -1.432], [-7.354, -2.672, -3.856], [-6.837, -1.072, -2.008], [-7.819, 0.498, -2.889], [-7.449, 0.722, -1.156], [-9.958, -0.016, -1.820], [-9.152, -0.903, -0.497], [11.863, -1.008, -0.345], [11.123, -0.210, -1.415], [11.506, 1.147, -1.200], [13.033, 1.182, -0.628], [13.925, 1.434, -1.737], [13.047, 1.962, 0.588], [13.146, -0.396, -0.233], [11.361, -0.928, 0.624], [11.966, -2.063, -0.615], [10.038, -0.320, -1.341], [11.450, -0.498, -2.419], [-0.891, -2.293, -8.516], [-1.820, -3.398, -9.011], [-2.352, -3.995, -7.830], [-2.481, -2.854, -6.672], [-3.844, -2.371, -6.664], [-1.808, -3.330, -5.486], [-1.545, -1.725, -7.383], [0.068, -2.703, -8.185], [-0.716, -1.529, -9.278], [-1.297, -4.142, -9.617], [-2.655, -2.983, -9.585]], "mulliken_charge": [-0.53, -0.13, -0.23, -0.03, -0.10, -0.96, -0.44, 0.52, -1.00, -1.12, 0.37, -0.21, 0.30, 0.60, 0.33, -0.44, 0.44, -0.24, 0.38, -0.69, -0.61, -0.67, 0.15, 0.52, -1.09, -0.17, -0.25, 0.58, -0.79, -0.57, 0.34, 0.18, 0.25, 0.43, 0.32, 0.27, 0.24, 0.18, 0.25, 0.28, 0.28, 0.28, 0.29, 0.31, 0.24, -0.18, -0.16, -0.32, 0.27, -0.06, 0.22, 0.11, -0.40, 0.39, 0.33, 0.17, 0.30, 0.40, 0.33, 0.33, 0.32, 0.30, 0.26, 0.26, -0.44, -0.34, -0.11, 1.13, -0.52, -0.58, -0.32, 0.32, 0.32, 0.33, 0.27, -0.67, -0.23, -0.38, 1.08, -0.43, -0.62, -0.31, 0.24, 0.65, 0.53, 0.18, -0.32, -0.30, -0.32, 1.07, -0.51, -0.57, -0.21, 0.28, 0.35, 0.33, 0.18, -0.30, -0.02, -0.31, 1.13, -0.54, -0.53, -0.32, 0.28, 0.32, 0.04, 0.29, -0.29, -0.41, -0.32, 1.17, -0.60, -0.55, -0.27, 0.28, 0.30, 0.33, 0.29]}

---

(3)
{"formula": "C32H54O13", "method": "ωB97M-V with the def2-TZVPD basis set", "multiplicity": 1, "total_energy_ha": -2229.8088, "e_above_lowest_kj_mol": 3.8, "gap_ev": 9.529, "e_homo_ha": -0.3460, "smiles": "O=C1CCCO1.O=C1CCCO1.O=C1CCCO1.O=C1CCCO1.O=C1CCCO1.C1CCOC1.C1CCOC1.C1CCOC1", "lumo_ev": 0.11, "elements": ["O", "C", "C", "C", "C", "O", "H", "H", "H", "H", "H", "H", "O", "C", "C", "C", "C", "O", "H", "H", "H", "H", "H", "H", "O", "C", "C", "C", "C", "O", "H", "H", "H", "H", "H", "H", "O", "C", "C", "C", "C", "O", "H", "H", "H", "H", "H", "H", "O", "C", "C", "C", "C", "O", "H", "H", "H", "H", "H", "H", "C", "C", "C", "O", "C", "H", "H", "H", "H", "H", "H", "H", "H", "C", "C", "C", "O", "C", "H", "H", "H", "H", "H", "H", "H", "H", "C", "C", "C", "O", "C", "H", "H", "H", "H", "H", "H", "H", "H"], "coordinates": [[-24.720, 12.864, 26.200], [-23.968, 12.198, 26.848], [-23.344, 12.505, 28.180], [-23.189, 11.160, 28.801], [-22.869, 10.332, 27.550], [-23.521, 10.980, 26.424], [-22.425, 13.080, 28.052], [-24.007, 13.213, 28.686], [-22.391, 11.150, 29.550], [-23.977, 10.697, 29.397], [-21.798, 10.258, 27.360], [-23.294, 9.330, 27.588], [-22.722, 11.315, 19.839], [-22.958, 11.679, 20.945], [-23.533, 12.975, 21.411], [-23.356, 12.985, 22.920], [-22.999, 11.517, 23.234], [-22.494, 10.922, 22.016], [-22.963, 13.744, 20.893], [-24.561, 13.050, 21.054], [-22.531, 13.638, 23.197], [-24.234, 13.244, 23.509], [-22.179, 11.515, 23.950], [-23.821, 10.899, 23.598], [-30.865, 8.929, 26.038], [-30.227, 7.963, 26.349], [-29.606, 6.903, 25.465], [-29.249, 5.799, 26.460], [-29.059, 6.594, 27.755], [-29.823, 7.784, 27.612], [-30.324, 6.545, 24.729], [-28.710, 7.258, 24.957], [-30.010, 5.032, 26.610], [-28.314, 5.333, 26.156], [-29.370, 5.990, 28.601], [-27.985, 6.797, 27.735], [-25.877, 8.787, 24.843], [-26.580, 9.613, 25.340], [-27.080, 10.844, 24.658], [-28.043, 11.528, 25.578], [-27.949, 10.677, 26.870], [-27.075, 9.569, 26.604], [-26.218, 11.517, 24.563], [-27.413, 10.645, 23.642], [-27.758, 12.545, 25.841], [-29.043, 11.528, 25.147], [-27.533, 11.245, 27.701], [-28.950, 10.314, 27.097], [-27.172, 9.139, 18.472], [-26.634, 8.807, 19.486], [-26.898, 7.519, 20.277], [-26.035, 7.734, 21.527], [-24.969, 8.689, 21.029], [-25.618, 9.482, 20.025], [-27.970, 7.518, 20.474], [-26.662, 6.576, 19.788], [-26.671, 8.231, 22.262], [-25.553, 6.890, 22.017], [-24.478, 9.328, 21.757], [-24.188, 8.123, 20.511], [-27.888, 16.589, 27.164], [-26.631, 16.036, 26.480], [-25.996, 17.256, 25.783], [-26.997, 18.254, 25.867], [-27.709, 18.112, 27.086], [-27.943, 16.209, 28.185], [-28.837, 16.443, 26.650], [-26.971, 15.288, 25.765], [-25.867, 15.661, 27.160], [-25.880, 17.130, 24.706], [-25.068, 17.584, 26.261], [-28.620, 18.680, 26.909], [-27.135, 18.512, 27.934], [-29.415, 13.519, 32.396], [-28.316, 13.031, 31.463], [-28.323, 14.053, 30.300], [-29.438, 14.904, 30.510], [-30.317, 14.379, 31.481], [-28.946, 14.154, 33.150], [-29.915, 12.671, 32.858], [-28.590, 12.018, 31.162], [-27.362, 12.947, 31.984], [-28.331, 13.485, 29.361], [-27.462, 14.716, 30.192], [-31.045, 13.717, 31.003], [-30.748, 15.155, 32.106], [-22.583, 7.006, 25.572], [-22.287, 8.134, 24.629], [-22.227, 7.449, 23.251], [-21.640, 6.178, 23.519], [-21.875, 5.799, 24.887], [-23.638, 6.737, 25.606], [-22.156, 7.178, 26.559], [-21.313, 8.579, 24.838], [-23.095, 8.867, 24.648], [-21.700, 7.993, 22.469], [-23.251, 7.283, 22.888], [-20.918, 5.597, 25.369], [-22.509, 4.915, 24.825]], "mulliken_charge": [-0.48, 0.20, -0.52, -0.67, -0.27, -0.05, 0.31, 0.29, 0.37, 0.25, 0.28, 0.21, -0.58, 0.45, -0.52, -0.31, 0.76, -0.36, 0.24, 0.26, 0.35, 0.09, 0.23, -0.53, -0.60, 0.60, 0.07, -0.72, -0.21, -0.35, 0.39, -0.21, 0.29, 0.33, 0.35, 0.16, -0.51, 0.22, 0.53, -0.21, -0.13, -0.48, -0.49, 0.58, -0.30, 0.37, 0.14, 0.21, -0.61, 0.48, -0.59, 0.06, 0.18, -0.33, 0.27, 0.29, -0.23, 0.56, -0.36, 0.27, -0.19, 0.22, -0.53, -0.43, -0.52, -0.08, 0.36, -0.01, 0.05, 0.23, 0.32, 0.30, 0.29, -0.57, -0.59, 0.03, -0.41, -0.52, 0.27, 0.34, 0.24, 0.34, 0.04, 0.22, 0.30, 0.31, -0.53, 0.67, 0.03, -0.51, -0.54, 0.05, 0.39, 0.33, -0.56, 0.30, -0.21, 0.27, 0.30]}